No. 1
19
Properties=species:S:1:pos:R:3:forces:R:3:lowdin_spin:R:1 method="wB97M-V/def2-TZVPD" gap_ev="9.065 / 5.236" spin_multiplicity=2 total_energy_ev=-95189.6708 lumo_energy_ev="-4.385 / -8.213" largest_force_ev_per_a=6.13 total_charge=+1
Na -3.5608 -1.1351 -2.2133 0.6 0.1 0.0 0.01
Br -4.2325 -0.5456 0.5318 -0.1 0.0 0.1 0.99
C -0.3747 -1.0992 1.6548 -1.8 -2.3 0.6 0.00
O 0.6300 -0.6342 0.8846 3.0 3.2 -4.3 0.00
P 0.4049 0.1792 -0.5718 1.7 1.3 1.8 0.00
O -0.7562 -0.3427 -1.2974 -1.2 -0.1 -0.1 0.00
O 1.7509 0.1997 -1.4532 -1.4 -0.3 2.4 0.00
C 2.7074 -0.8863 -1.3875 0.3 0.1 -0.4 0.00
O 0.3868 1.7751 -0.1700 0.4 -1.7 -0.2 0.00
C -0.7046 2.3039 0.5722 -1.8 0.3 -1.1 0.00
H -1.3445 -0.8688 1.2138 -0.2 0.3 0.5 0.00
H -0.2422 -0.8482 2.7072 -0.2 0.4 -0.2 0.00
H -0.2743 -2.1814 1.5721 -0.4 -0.4 0.5 0.00
H 2.7185 -1.4704 -0.4672 -0.6 0.1 0.0 0.00
H 3.6880 -0.4113 -1.4173 -0.1 -0.1 -0.5 0.00
H 2.4560 -1.4941 -2.2566 0.6 -0.2 0.2 0.00
H -0.5192 2.9675 1.4168 0.9 -0.8 0.3 0.00
H -1.4451 1.5230 0.7454 0.2 -0.1 0.8 0.00
H -1.2884 2.9689 -0.0643 0.2 0.2 -0.6 0.00

No. 2
10
Properties=species:S:1:pos:R:3:forces:R:3:lowdin_charge:R:1 method="wB97M-V/def2-TZVPD" gap_ev="7.472 / 7.378" total_energy_ev=-21755.3828 lumo_energy_ev="-1.706 / -1.705" largest_force_ev_per_a=3.81 de_lowest_kcal_mol=89.49
C 1.1827 -0.4479 -0.9997 -0.9 1.1 1.4 -0.40
O -1.5700 -1.1710 0.7850 -0.6 3.6 -1.2 -0.36
P -0.3309 1.7903 0.8040 1.7 -0.3 -0.3 0.47
P -0.4756 0.5095 -0.9881 -0.6 -1.9 1.5 0.70
H 1.2707 -1.2400 -1.7177 -0.2 0.0 -0.6 0.02
H 1.2846 -0.8629 -0.0210 -0.5 -0.9 0.9 0.00
H 2.0702 0.1592 -0.9057 0.2 0.8 -0.9 0.02
H -0.9534 -1.7583 0.4428 1.8 -2.3 -0.8 -0.15
H -1.5984 2.3575 0.9085 -0.6 -0.4 -0.2 -0.16
H -0.4338 0.6126 1.5885 -0.3 0.3 0.2 -0.15

No. 3
20
Properties=species:S:1:pos:R:3:forces:R:3:lowdin_charge:R:1 method="wB97M-V/def2-TZVPD" gap_ev=8.702 total_energy_ev=-25126.5854 lumo_energy_ev=-0.003 largest_force_ev_per_a=3.58 smiles="C=C[SiH2]CCCC=S" de_lowest_kcal_mol=44.32
C 2.1764 -0.5279 1.9875 1.2 1.6 -1.0 -0.08
C 1.8539 -0.5006 0.7038 -0.2 3.6 -0.2 -0.30
Si 1.5482 1.1997 -0.1629 -0.8 -1.3 1.8 0.67
C -0.1380 0.9637 -1.1182 1.7 1.9 -0.8 -0.33
C -1.2858 0.3995 -0.3277 -0.7 1.3 -0.9 -0.32
C -2.5978 0.1718 -1.1371 1.0 2.5 -0.1 -0.27
C -3.3722 -0.5892 -0.1879 -1.1 0.2 0.0 -0.72
S -4.3247 -0.0362 0.9811 -0.1 0.0 0.0 0.70
H 2.0514 -1.4563 2.4235 0.0 -1.5 1.8 0.02
H 2.6985 0.3388 2.4596 -0.7 -1.0 -0.1 0.06
H 1.3142 -1.2800 0.2821 -0.6 -1.8 -0.7 0.02
H 1.8593 2.2534 0.9508 -0.7 -0.7 -0.9 -0.02
H 2.3835 1.5014 -1.2328 1.4 0.4 -1.4 -0.09
H 0.2071 0.3571 -2.0615 -0.9 1.0 1.7 0.11
H -0.3090 2.0686 -1.4671 -0.2 -2.0 0.3 0.09
H -1.5674 0.9431 0.5648 0.0 1.1 -0.1 0.10
H -1.0586 -0.4675 0.1755 1.1 -2.7 0.6 0.06
H -3.0094 1.2082 -1.2501 0.1 -1.0 -0.5 0.13
H -2.3070 -0.3105 -2.0850 -0.6 0.1 0.4 0.12
H -3.1646 -1.6103 -0.2971 0.0 -1.8 0.3 0.04